# 1
A cluster of 2 separate species, C4H9N2O2 in total in a non-equilibrium geometry. Source: OMol25; level of theory: ωB97M-V/def2-TZVPD.

CARTESIAN COORDINATES (ANGSTROEM)
C 2.871 -0.196 -0.237
C -2.020 0.312 0.609
C -0.817 0.650 -0.340
C -0.711 -0.529 0.633
N 2.559 1.034 -0.278
N -0.849 -1.977 -0.044
O 2.990 -1.314 -0.203
O 0.129 1.756 -0.100
H -1.949 1.010 1.429
H -2.970 0.287 0.056
H -0.994 0.397 -1.340
H 1.225 1.478 -0.059
H 3.265 1.746 -0.473
H -1.612 -2.480 0.327
H 0.000 -2.519 0.309
H -0.892 -1.809 -1.031
H -0.226 2.154 0.743

Output
charge = +1
Kohn-Sham gap = 8.5 eV
HOMO level = -0.42703 hartree

***

# 2
A cluster of 2 separate species, C3H9O in total in a non-equilibrium geometry. Source: OMol25; level of theory: ωB97M-V/def2-TZVPD.

CARTESIAN COORDINATES (ANGSTROEM)
C 3.287 -2.384 1.656
H 3.543 -1.630 2.395
H 2.215 -2.521 1.857
H 3.753 -3.359 1.615
H 3.325 -1.921 0.670
C -1.722 0.781 -1.202
O -1.855 -0.093 -0.200
C -2.294 2.239 -0.841
H -2.261 0.555 -2.182
H -0.662 0.845 -1.546
H -3.191 2.378 -1.443
H -1.580 3.051 -0.983
H -2.557 2.058 0.203

Output
charge = -1
Kohn-Sham gap = 5.5 eV
HOMO level = -0.07096 hartree

***

# 3
The molecule C3H3NO2. Source: OMol25; level of theory: ωB97M-V/def2-TZVPD.

CARTESIAN COORDINATES (ANGSTROEM)
O 0.542 0.522 1.357
C 0.701 0.826 -0.259
O 0.655 -0.535 -0.723
C -0.579 -0.966 -0.042
C -0.578 0.394 0.646
N -0.608 1.371 -0.275
H 1.619 1.335 -0.538
H -1.392 -1.116 -0.748
H -0.359 -1.830 0.581

Output
Kohn-Sham gap (alpha / beta) = 8.8 / 8.8 eV
HOMO level (alpha / beta) = -0.34782 / -0.34785 hartree

***

# 4
A cluster of 2 separate species, C5H13NO in total in a non-equilibrium geometry. Source: OMol25; level of theory: ωB97M-V/def2-TZVPD.

CARTESIAN COORDINATES (ANGSTROEM)
C 1.469 1.553 0.115
C 0.814 0.798 1.292
C -0.678 1.078 1.550
C -2.713 0.294 0.506
C -1.638 1.081 0.403
N 0.937 1.106 -1.180
H 1.616 2.601 0.396
H 2.505 1.184 0.215
H 1.499 1.027 2.121
H 0.885 -0.299 1.208
H -1.004 0.382 2.329
H -0.733 2.054 2.076
H -3.562 0.417 -0.157
H -2.719 -0.553 1.190
H -1.400 1.563 -0.534
H 0.506 0.206 -1.028
H 1.726 0.913 -1.785
H 0.610 -5.111 -2.122
H 1.230 -5.449 -3.550
O 0.652 -4.845 -3.047

Output
Kohn-Sham gap = 9.9 eV
HOMO level = -0.33440 hartree
structure (SMILES) = C=CCCCN.O

***

# 5
A cluster of 3 separate species, C7H19NO2 in total in a non-equilibrium geometry. Source: OMol25; level of theory: ωB97M-V/def2-TZVPD.

CARTESIAN COORDINATES (ANGSTROEM)
C -1.255 -1.705 1.237
C -1.386 -0.322 0.599
C -0.544 -0.154 -0.689
C 0.774 0.537 -0.365
C 0.612 1.996 -0.040
C 0.276 2.933 -0.922
C -0.134 4.323 -0.517
N -2.020 -2.775 0.536
H -0.205 -1.984 1.235
H -1.616 -1.599 2.262
H -1.210 0.442 1.360
H -2.444 -0.153 0.356
H -1.116 0.325 -1.480
H -0.373 -1.190 -1.011
H 1.419 0.498 -1.261
H 1.370 -0.027 0.355
H 0.756 2.353 0.977
H 0.252 2.708 -1.985
H 0.083 4.666 0.489
H 0.293 5.063 -1.201
H -1.217 4.329 -0.690
H -2.607 -2.303 -0.142
H -2.634 -3.205 1.216
H 4.373 -1.191 -2.671
H 2.989 -0.991 -2.039
O 3.729 -0.521 -2.432
H 0.942 -4.692 2.472
H 0.257 -3.572 1.749
O 0.636 -3.789 2.604

Output
Kohn-Sham gap = 9.8 eV
HOMO level = -0.33307 hartree
structure (SMILES) = C/C=C/CCCCN.O.O

***

DFT total energy for every record listed, in sequence, given in hartree: -417.3930 -194.8904 -321.1411 -328.2359 -483.2971.
Energy above the lowest of the compared OMol25 structures with the same formula, charge and spin for every record listed, in sequence, given in kcal/mol: 118.2 15.1 148.4 52.1 18.6.